This record from the OMol25 dataset describes a 4-piece molecular cluster, C29H73BIN11O6P3S overall in a non-equilibrium geometry. The level of theory is wB97M-V/def2-TZVPD.

XYZ file:
```
125
Properties=species:S:1:pos:R:3:forces:R:3
C 0.62500 -0.50889 10.42409 0.230 0.221 -0.147
H 1.74565 -1.89496 3.49425 0.069 0.071 -0.234
N -2.57822 3.98747 -4.85588 -1.409 -0.883 2.945
H 4.03204 3.10670 2.87795 -0.183 0.247 -0.231
H -3.00912 3.68958 -8.50125 -0.032 -0.049 -0.109
H 2.67965 1.46970 1.93255 -0.123 -0.313 -0.642
C -3.11140 -0.74581 8.04951 0.378 -0.366 0.314
H -2.87216 1.92234 -8.68630 0.013 0.017 -0.050
P -0.06321 -3.47648 -3.31668 2.218 3.040 -6.167
O -2.70874 0.78700 -5.23342 -2.584 0.491 2.763
H -2.88386 -1.76603 7.72676 -0.019 0.011 -0.027
H -0.40090 -1.58776 0.43272 0.113 0.100 0.200
H -1.39716 4.44374 -3.14950 -0.022 0.038 0.035
H 1.58705 -2.45105 -5.62982 -0.139 0.010 0.067
C -0.71302 -0.86800 1.19792 -1.037 0.579 0.751
N 0.23792 -5.09467 -3.87517 -1.690 -1.057 2.809
H 5.06795 2.39394 1.63817 -0.035 0.249 0.231
C 1.77208 3.14402 0.85543 -0.343 -0.493 0.414
I 3.69710 1.20361 -0.57866 -0.178 -0.153 0.174
C -2.40166 5.09277 -5.76504 -0.817 -0.113 -0.810
H -5.06002 2.31523 -7.79948 0.163 0.030 -0.050
N 0.93912 0.45481 7.52374 1.096 -0.510 -0.293
H -1.36579 3.74202 1.20208 0.100 -0.285 0.351
H 0.67460 -3.63256 2.12078 0.358 -0.200 -0.105
H -4.02351 -0.45158 7.52980 0.095 0.147 -0.049
O 0.64215 1.18045 0.63052 -0.133 0.507 1.413
H -3.11160 1.92566 7.86458 -0.074 0.001 -0.057
H -5.08335 1.72790 -6.14901 0.000 -0.010 -0.018
C 2.44440 -3.27590 -2.45970 -0.374 -0.362 0.048
N 4.48141 -2.81521 -0.24112 -0.371 -0.488 -0.540
H -2.96396 1.25322 6.22213 0.002 0.029 -0.011
C -0.98955 -2.98619 -5.96423 0.281 -0.494 -0.201
O -1.64035 1.66013 1.03801 0.166 0.830 0.327
H -1.76367 -1.12385 1.44295 0.241 -0.111 -0.210
H -1.57942 -6.14759 -4.18389 -0.005 -0.078 0.008
H -1.93065 -2.87984 -6.50884 -0.107 0.027 0.217
H 1.23845 -2.84875 0.63530 0.049 -0.076 0.150
H 1.66168 -0.16461 5.61143 0.061 -0.094 -0.033
H 1.94187 2.21389 6.97684 0.060 -0.231 -0.002
C -0.96780 1.30420 10.09196 -1.110 -0.040 -0.214
H -1.92466 5.92995 -5.25253 -0.014 -0.184 0.275
H 0.06076 3.71109 -6.25439 -0.216 -0.015 -0.205
C 0.11610 2.64499 -6.02060 -0.032 0.554 0.020
H -0.43223 -2.05382 -6.11862 0.010 0.001 -0.070
H -1.96810 1.11807 10.50213 0.000 0.126 0.033
C -2.44994 4.35203 -3.44143 0.356 -0.053 0.017
H -1.56642 2.86116 -7.96705 0.008 -0.066 0.118
S 3.03164 -3.93251 1.84066 0.133 -0.137 -0.003
H 0.63744 2.48289 8.07075 -0.290 -0.026 -0.037
H -3.36345 5.45115 -6.15437 0.073 0.100 -0.066
N -1.24421 -3.25986 -4.56704 -1.527 -0.002 0.415
H -3.30165 -2.76036 -4.76012 0.195 -0.125 -0.210
C 4.15883 2.98831 1.79443 0.164 -0.743 -0.590
H -0.54900 -1.41916 3.29200 0.400 -0.115 -0.017
P -0.43913 -0.51475 7.93887 -0.858 6.253 -2.976
C -0.74799 -6.09348 -3.46779 -0.177 0.103 -0.280
H 0.78538 -1.55377 10.15342 0.034 0.014 -0.019
H 1.67576 3.25480 -0.22946 0.004 0.149 0.183
H -0.29894 -7.08607 -3.37535 0.050 0.042 0.017
H 1.92828 -2.96182 -1.54983 0.056 0.086 -0.014
H 0.72883 -6.43859 -5.39763 -0.242 0.013 0.207
C -0.34296 1.09448 -4.24521 -0.126 -0.219 -0.226
H -0.48123 -3.81433 -6.46437 0.278 0.074 0.086
O 5.15686 -2.24104 1.75971 -0.100 0.151 0.034
N -2.00894 0.15220 7.75355 -0.413 0.433 0.059
H -0.26074 0.19719 -4.87207 0.012 -0.069 0.079
C -2.44321 -2.51978 -4.12552 0.258 0.341 0.067
H -2.72066 -2.79583 -3.11043 0.119 0.070 0.014
H 0.28359 0.07303 2.90198 -0.061 -0.174 -0.090
C 1.93297 -0.20952 6.67268 -0.218 -0.198 -0.322
N -3.26079 2.61319 -6.72783 -0.123 0.354 -0.673
H 1.58720 0.01278 10.33983 0.007 -0.006 0.068
H -0.78746 2.99594 -0.30300 0.034 0.016 0.192
H 6.68887 -0.95270 1.04306 -0.177 -0.178 0.375
H 2.74198 -4.32590 -2.32669 0.174 0.018 0.068
H -0.99668 0.86453 -3.40746 0.022 -0.064 -0.042
H 3.34598 -2.67138 -2.52526 -0.062 0.042 -0.160
H 2.61212 -1.52086 -4.53869 0.040 0.008 -0.036
H 4.30896 3.94842 1.28867 -0.064 -0.087 0.212
C 0.08564 -0.94350 2.52861 0.012 -0.141 -0.564
P -2.56090 2.29240 -5.18364 4.197 0.537 -5.526
H -2.90777 3.59339 -2.80559 0.071 -0.020 0.022
H 3.08919 -3.15267 -5.07258 0.091 0.085 0.000
C 0.51235 2.40962 1.32707 -0.619 0.432 -1.844
C -0.89068 2.83768 0.79300 0.288 -0.250 -0.180
H -0.93620 0.42529 -0.69806 -0.278 0.252 -0.250
H 2.04866 -1.25528 6.94866 -0.103 0.002 -0.079
C 2.23871 -2.52831 -4.76222 -0.196 0.065 -0.003
C 4.25857 -2.97133 1.00920 -0.473 0.304 0.610
H 2.26529 -1.00858 2.08038 -0.373 -0.007 -0.263
C 0.93259 1.87202 7.21498 -0.192 0.327 0.529
H 1.29115 -4.81672 -5.70273 -0.021 0.131 0.102
N 5.54241 -1.94557 -0.38591 0.005 -0.114 0.149
H 2.91284 0.25845 6.79991 -0.116 0.192 0.108
H 0.36856 2.36607 2.42646 0.598 -0.338 -0.063
H -1.16353 -5.84477 -2.49006 -0.031 0.011 -0.022
H 2.11635 -5.81163 -4.50491 0.036 -0.028 -0.125
H 1.13371 2.50402 -5.65061 -0.095 -0.123 0.189
C -4.70843 2.53199 -6.78947 0.009 0.059 0.592
C 1.45507 -2.98894 1.69649 0.085 0.859 -0.241
C 2.96640 2.20029 1.17328 0.671 1.676 0.857
C -2.43754 1.40372 7.17102 0.163 0.068 -0.051
N -0.84293 2.24973 -5.01445 0.564 -0.497 1.061
O -0.36253 -2.17021 -2.61842 -0.867 -2.189 3.059
H -1.76941 4.86058 -6.62025 -0.031 -0.161 -0.001
H -0.35005 1.69583 10.90239 0.189 -0.258 -0.045
H -3.32202 -0.77809 9.12874 -0.144 0.008 0.000
N -0.38394 0.09759 9.55655 0.967 -3.167 0.863
O -0.41532 -1.35386 6.68240 0.226 -2.815 2.519
H 0.30815 2.11204 6.34718 0.038 0.056 -0.010
H 0.31099 -0.49989 11.47077 -0.066 0.000 -0.039
C 1.45832 -1.65580 2.45400 0.109 -0.283 0.838
B -0.74216 0.62075 0.50858 0.524 -1.618 -1.067
H -1.05787 2.10767 9.36384 -0.019 -0.104 -0.136
H -1.61259 2.08402 6.98190 0.078 -0.107 -0.014
C 1.13189 -5.54714 -4.91163 1.032 0.344 0.301
H 0.63790 1.31103 -3.81645 0.000 0.222 -0.134
H 0.03208 2.05247 -6.94167 0.056 0.024 -0.047
H -2.28250 -1.43864 -4.15714 -0.153 0.020 0.072
H 1.91729 4.13734 1.30531 0.064 -0.212 0.052
N 1.58474 -3.12258 -3.62547 0.677 -0.166 -0.394
C 5.88834 -1.64078 0.81066 0.390 0.225 -0.289
H -2.95915 5.29418 -3.22423 -0.047 -0.031 -0.080
C -2.64743 2.76792 -8.02283 0.163 -0.016 0.120
H -5.17646 3.46890 -6.45357 -0.113 0.017 -0.099
```
Positions in Å, forces in eV/Å.

* gap between HOMO and LUMO: 5.3577 eV
* charge: -1
* total energy: -3947.0796 hartree
* energy above the lowest of the compared OMol25 structures with the same formula, charge and spin: 101.6 kcal per mole